A) Here is C2H5FN2 as an isolated structure from the Open Molecules 2025 dataset. Energies are from ωB97M-V/def2-TZVPD.

Geometry (Å):
C  -0.19  1.04  -0.15
C  0.93  0.36  0.43
H  -2.15  -1.35  -0.20
H  -0.40  -1.45  0.24
H  -0.18  2.08  -0.46
H  1.70  1.16  0.92
H  0.30  -0.41  1.33
N  -1.25  -0.87  0.16
N  -1.38  0.45  -0.19
F  1.63  -0.62  -0.37

Summary:
HOMO energy	-9.2	eV
LUMO energy	0.7	eV

B) Here is the molecule C2H5FN2 from the Open Molecules 2025 dataset. Energies are from ωB97M-V/def2-TZVPD.

Geometry (Å):
N  -1.47  -0.99  0.25
N  -1.37  0.30  -0.36
C  -0.31  1.02  -0.16
C  1.12  0.27  0.16
F  1.33  -1.05  -0.33
H  -2.16  -1.58  -0.34
H  -0.39  -1.34  0.04
H  -0.20  2.13  -0.10
H  1.90  0.77  -0.49
H  1.56  0.47  1.34

Summary:
HOMO energy	-9.2	eV
LUMO energy	1.0	eV
structure (SMILES)	N/N=C\CF

Going by the energies, A) is most stable and the next is 34.6 kJ/mol up.

A) Here is the molecule C19H23ClFN3O2S from the Open Molecules 2025 dataset. Energies are from ωB97M-V/def2-TZVPD.

Geometry (Å):
C  1.10  3.73  -0.83
N  1.09  2.69  0.17
C  1.31  3.27  1.49
C  1.35  2.26  2.64
C  2.02  0.95  2.33
C  3.08  0.84  1.44
C  3.61  -0.42  1.21
C  3.08  -1.51  1.88
C  2.03  -1.29  2.75
N  1.52  -0.09  2.97
C  -0.01  1.75  0.07
C  -1.43  2.33  0.05
C  -2.43  1.18  0.09
C  -2.19  0.23  -1.08
N  -0.81  -0.22  -1.16
S  -0.47  -1.52  -0.15
O  0.94  -1.74  -0.19
O  -1.12  -1.44  1.12
C  -1.27  -2.83  -1.10
C  -2.27  -3.58  -0.53
C  -2.87  -4.59  -1.28
C  -2.44  -4.81  -2.57
F  -3.02  -5.78  -3.29
C  -1.42  -4.05  -3.14
Cl  -0.91  -4.35  -4.76
C  -0.83  -3.05  -2.39
C  0.17  0.84  -1.16
H  2.07  4.23  -0.81
H  0.97  3.30  -1.82
H  0.33  4.50  -0.68
H  0.54  4.04  1.73
H  2.27  3.79  1.43
H  1.87  2.73  3.48
H  0.34  2.04  3.00
H  3.46  1.70  0.92
H  4.43  -0.55  0.51
H  3.47  -2.51  1.72
H  1.58  -2.10  3.30
H  0.07  1.08  0.94
H  -1.58  2.99  0.91
H  -1.58  2.92  -0.86
H  -2.30  0.62  1.02
H  -3.45  1.56  0.05
H  -2.81  -0.66  -0.99
H  -2.41  0.73  -2.03
H  -2.57  -3.38  0.48
H  -3.66  -5.20  -0.87
H  -0.04  -2.44  -2.79
H  1.15  0.38  -1.14
H  0.04  1.40  -2.09

Summary:
HOMO energy	-8.3	eV
LUMO energy	0.5	eV
structure (SMILES)	CN(CCc1ccccn1)[C@H]1CCCN(S(=O)(=O)c2ccc(F)c(Cl)c2)C1

B) Here is the molecule C19H23ClFN3O2S from the Open Molecules 2025 dataset. Energies are from ωB97M-V/def2-TZVPD.

Geometry (Å):
C  1.18  2.45  2.25
N  1.15  1.99  0.88
C  1.75  0.68  0.73
C  3.27  0.79  0.54
C  3.85  -0.54  0.13
C  4.92  -1.11  0.82
C  5.41  -2.34  0.39
C  4.82  -2.95  -0.71
C  3.76  -2.30  -1.32
N  3.29  -1.13  -0.91
C  -0.13  2.18  0.22
C  0.02  2.22  -1.30
C  -1.32  2.55  -1.94
C  -2.37  1.52  -1.50
N  -2.45  1.50  -0.06
S  -3.82  0.83  0.58
O  -3.75  0.98  2.01
O  -4.94  1.35  -0.13
C  -3.66  -0.92  0.19
C  -4.17  -1.40  -1.00
C  -3.96  -2.73  -1.35
C  -3.23  -3.54  -0.50
F  -3.02  -4.82  -0.85
C  -2.71  -3.06  0.70
Cl  -1.81  -4.10  1.74
C  -2.94  -1.73  1.04
C  -1.21  1.15  0.59
H  0.82  3.48  2.29
H  0.57  1.84  2.93
H  2.21  2.43  2.61
H  1.36  0.18  -0.16
H  1.54  0.03  1.60
H  3.45  1.51  -0.25
H  3.76  1.14  1.45
H  5.36  -0.61  1.66
H  6.24  -2.80  0.90
H  5.17  -3.90  -1.07
H  3.26  -2.73  -2.17
H  -0.50  3.16  0.54
H  0.76  2.98  -1.56
H  0.38  1.26  -1.67
H  -1.65  3.54  -1.62
H  -1.24  2.54  -3.02
H  -3.36  1.78  -1.87
H  -2.09  0.53  -1.89
H  -4.74  -0.74  -1.63
H  -4.35  -3.14  -2.27
H  -2.57  -1.33  1.97
H  -1.41  1.16  1.67
H  -0.88  0.14  0.30

Summary:
HOMO energy	-8.5	eV
LUMO energy	0.5	eV
structure (SMILES)	CN(CCc1ccccn1)[C@H]1CCCN(S(=O)(=O)c2ccc(F)c(Cl)c2)C1

Going by the energies, B) is most stable and the next is 18.1 kJ/mol up.

A) Here is a 10-piece molecular cluster, C27H74O10 overall from the Open Molecules 2025 dataset. Energies are from ωB97M-V/def2-TZVPD.

Geometry (Å):
C  -5.63  0.71  3.84
C  -4.92  2.09  3.50
C  -3.77  1.95  2.53
O  -5.91  3.05  3.07
H  -6.11  0.29  2.96
H  -6.41  0.79  4.60
H  -4.92  -0.09  4.02
H  -4.51  2.51  4.42
H  -3.42  2.86  2.04
H  -4.24  1.44  1.69
H  -3.05  1.21  2.86
H  -6.69  2.54  2.82
C  0.09  -1.14  0.60
C  -0.41  -0.35  -0.58
C  -1.87  0.15  -0.55
O  0.43  0.81  -0.72
H  0.03  -0.40  1.40
H  1.10  -1.50  0.44
H  -0.42  -2.00  1.02
H  -0.22  -0.97  -1.46
H  -2.62  -0.61  -0.32
H  -2.21  0.52  -1.52
H  -2.04  0.91  0.20
H  1.36  0.74  -0.48
C  -1.31  5.88  -2.38
C  -1.46  4.65  -3.33
C  -1.50  3.31  -2.54
O  -2.69  4.72  -3.92
H  -2.13  5.96  -1.67
H  -1.28  6.75  -3.03
H  -0.37  5.85  -1.84
H  -0.71  4.62  -4.12
H  -0.63  3.09  -1.93
H  -1.54  2.41  -3.15
H  -2.29  3.32  -1.79
H  -3.36  4.53  -3.26
C  5.13  3.39  -2.94
C  4.14  2.88  -1.87
C  2.79  3.63  -1.88
O  3.89  1.55  -2.10
H  4.57  3.43  -3.87
H  6.07  2.84  -2.97
H  5.35  4.45  -2.84
H  4.62  2.98  -0.90
H  2.29  3.63  -2.85
H  3.11  4.62  -1.54
H  2.02  3.28  -1.19
H  3.36  1.32  -1.33
C  -5.66  -1.33  -1.34
C  -5.77  0.23  -1.71
C  -5.01  0.49  -2.97
O  -7.16  0.60  -1.85
H  -6.22  -1.61  -0.44
H  -4.69  -1.83  -1.25
H  -6.16  -1.93  -2.10
H  -5.30  0.74  -0.87
H  -5.55  0.14  -3.86
H  -3.97  0.18  -2.90
H  -5.04  1.57  -3.10
H  -7.50  0.35  -0.98
C  5.09  -4.43  -0.98
C  3.74  -3.75  -1.22
C  2.53  -4.70  -1.44
O  3.35  -2.89  -0.19
H  4.97  -5.40  -0.50
H  5.67  -3.67  -0.45
H  5.58  -4.62  -1.94
H  3.81  -3.05  -2.05
H  2.59  -5.54  -0.75
H  2.59  -5.15  -2.44
H  1.53  -4.29  -1.34
H  3.25  -3.39  0.62
C  5.24  0.11  0.71
C  3.71  0.11  1.15
C  3.38  1.46  1.86
O  2.94  -0.02  0.02
H  5.51  -0.75  0.09
H  5.95  0.02  1.54
H  5.41  1.04  0.18
H  3.45  -0.62  1.91
H  2.33  1.52  2.11
H  3.69  2.31  1.24
H  4.06  1.52  2.71
H  3.20  -0.89  -0.28
C  1.20  -0.31  -4.43
C  1.62  -1.30  -3.40
O  2.49  -2.17  -4.15
H  1.94  -0.20  -5.23
H  1.01  0.67  -3.99
H  0.27  -0.58  -4.92
H  0.83  -1.90  -2.96
H  2.31  -0.94  -2.63
H  3.38  -1.81  -4.16
C  0.77  -0.18  5.04
C  -0.42  -1.05  4.96
O  -0.36  -2.16  5.83
H  0.64  0.72  4.44
H  1.70  -0.65  4.73
H  0.98  0.13  6.06
H  -0.55  -1.30  3.91
H  -1.30  -0.51  5.33
H  -0.27  -1.89  6.75
C  -0.72  -5.12  2.96
C  -0.28  -5.39  4.39
O  0.85  -4.55  4.72
H  -1.26  -4.17  2.90
H  -1.51  -5.86  2.79
H  0.16  -5.29  2.34
H  0.01  -6.42  4.64
H  -1.22  -5.24  4.92
H  0.50  -3.66  4.84

Summary:
HOMO energy	-9.7	eV
LUMO energy	0.3	eV
structure (SMILES)	CC(C)O.CC(C)O.CC(C)O.CC(C)O.CC(C)O.CC(C)O.CC(C)O.CCO.CCO.CCO

B) Here is a 10-piece molecular cluster, C27H74O10 overall from the Open Molecules 2025 dataset. Energies are from ωB97M-V/def2-TZVPD.

Geometry (Å):
C  -2.56  1.18  5.54
C  -2.13  0.10  4.51
C  -2.89  0.17  3.22
O  -0.71  0.33  4.22
H  -2.46  2.14  5.06
H  -1.96  1.13  6.44
H  -3.61  0.98  5.80
H  -2.30  -0.90  4.92
H  -3.96  0.07  3.42
H  -2.57  -0.64  2.57
H  -2.69  1.10  2.69
H  -0.18  -0.03  4.95
C  5.27  2.28  -2.22
C  3.83  2.70  -1.89
C  3.23  2.03  -0.74
O  3.80  4.16  -1.82
H  5.34  1.21  -2.45
H  5.84  2.46  -1.30
H  5.63  2.82  -3.09
H  3.25  2.46  -2.78
H  3.16  0.94  -0.79
H  2.28  2.52  -0.50
H  3.87  2.22  0.13
H  4.25  4.45  -1.01
C  2.14  0.82  2.57
C  2.00  2.08  3.39
C  2.68  3.27  2.75
O  0.63  2.47  3.56
H  3.19  0.54  2.48
H  1.78  1.02  1.56
H  1.51  0.06  3.02
H  2.54  1.93  4.33
H  3.75  3.19  2.54
H  2.56  4.18  3.35
H  2.10  3.44  1.84
H  0.06  1.72  3.81
C  4.54  -3.14  -4.07
C  4.53  -2.16  -2.95
C  3.15  -1.79  -2.46
O  5.31  -2.62  -1.84
H  4.00  -2.75  -4.93
H  3.99  -4.01  -3.69
H  5.56  -3.37  -4.38
H  5.11  -1.28  -3.19
H  2.74  -2.74  -2.06
H  2.47  -1.37  -3.19
H  3.24  -1.14  -1.60
H  4.98  -3.50  -1.64
C  -0.55  -1.39  -4.49
C  -1.75  -2.20  -4.84
C  -2.17  -3.25  -3.83
O  -2.86  -1.34  -5.15
H  -0.21  -0.73  -5.29
H  0.24  -2.07  -4.19
H  -0.82  -0.80  -3.61
H  -1.54  -2.65  -5.81
H  -2.94  -3.89  -4.25
H  -2.63  -2.64  -3.05
H  -1.37  -3.83  -3.37
H  -3.12  -0.95  -4.28
C  0.83  -3.00  3.25
C  1.74  -3.06  2.05
C  2.90  -4.04  2.18
O  1.02  -3.49  0.90
H  0.16  -2.15  3.24
H  1.37  -3.04  4.20
H  0.25  -3.93  3.19
H  2.14  -2.06  1.91
H  3.54  -3.78  3.02
H  3.46  -3.94  1.25
H  2.52  -5.05  2.31
H  0.19  -2.99  0.76
C  -1.08  2.86  0.66
C  -0.91  4.40  0.85
C  -1.98  5.21  0.18
O  -0.91  4.71  2.25
H  -1.13  2.47  -0.36
H  -2.06  2.67  1.10
H  -0.28  2.40  1.23
H  0.01  4.69  0.33
H  -1.83  6.26  0.47
H  -2.97  5.02  0.57
H  -1.85  5.20  -0.90
H  -0.37  4.07  2.76
C  -3.65  1.93  -1.31
C  -3.15  1.33  -2.59
O  -3.72  0.00  -2.78
H  -3.49  1.25  -0.48
H  -4.74  2.08  -1.39
H  -3.16  2.87  -1.09
H  -2.08  1.10  -2.49
H  -3.32  1.95  -3.47
H  -4.67  0.08  -2.92
C  0.02  -0.48  -0.73
C  -1.37  -0.91  -0.29
O  -1.27  -2.18  0.40
H  0.67  -0.27  0.12
H  -0.06  0.36  -1.41
H  0.45  -1.28  -1.34
H  -2.03  -0.98  -1.16
H  -1.74  -0.11  0.36
H  -2.09  -2.56  0.77
C  -5.02  -1.13  0.30
C  -4.55  -2.51  -0.09
O  -3.85  -3.05  1.11
H  -4.17  -0.61  0.77
H  -5.85  -1.16  0.99
H  -5.34  -0.57  -0.58
H  -3.84  -2.48  -0.91
H  -5.43  -3.13  -0.29
H  -3.91  -4.01  1.14

Summary:
HOMO energy	-9.5	eV
LUMO energy	0.4	eV
structure (SMILES)	CC(C)O.CC(C)O.CC(C)O.CC(C)O.CC(C)O.CC(C)O.CC(C)O.CCO.CCO.CCO

Going by the energies, B) is most stable and the next is 270.7 kJ/mol up.